Here is a molecular structure, C22H49BaN3O18Sr2 from the OMol25 dataset. Energies are from ωB97M-V/def2-TZVPD.

The geometry in XYZ format:
```
95
Properties=species:S:1:pos:R:3:forces:R:3
Sr 3.33841 -3.45366 -2.11955 -3.0395 0.7865 -0.4485
Sr 1.88271 2.19933 3.53542 -1.4240 -0.5853 1.6586
Ba 6.76216 -0.01995 0.92201 -0.9755 0.1248 0.6966
O 1.08674 0.66740 0.36883 -2.1723 3.1734 2.3106
C 1.65921 -0.25779 -0.24175 6.5189 -5.7114 -4.3490
O 1.01840 -1.14708 -0.84030 -1.7950 -0.4105 0.1035
O 2.92870 -0.31793 -0.34896 1.5210 0.8490 1.0677
H 0.25537 0.27375 0.09413 -2.5800 1.0043 0.7656
O -1.34607 -1.65357 5.62215 -0.3065 -1.0264 0.8075
C -0.47216 -0.84986 5.09222 5.1168 5.0655 2.2385
O 0.45668 -0.22335 5.73768 -0.5333 -1.1801 0.4924
O -0.64619 -0.53566 3.92211 -0.9524 0.0683 -3.9573
H -1.73756 -1.63280 4.74585 -2.3622 -1.5481 -0.4501
O 4.73915 -1.64330 5.84445 -1.1805 -0.4337 1.6132
C 5.01740 -1.57943 4.59434 1.4448 2.3727 -4.7393
O 6.03508 -2.01365 4.10157 3.6269 -2.4355 -0.0410
O 4.32990 -0.85962 3.77983 -2.5458 1.6398 0.2253
H 3.85914 -1.26523 5.77926 -0.9085 0.2420 1.2139
O 4.52952 3.66917 -2.84662 -4.7780 1.4322 1.4272
C 5.72763 3.38338 -3.11258 4.6659 -2.5195 -2.7729
O 6.45000 2.78742 -2.28992 0.9126 -1.7757 4.9142
O 6.20100 3.45458 -4.22059 -0.3726 1.7852 -3.0496
H 4.41723 3.28875 -1.97239 -0.4186 0.1944 0.3403
C 0.51147 -4.52337 0.32609 1.0709 0.3192 0.3793
O 0.89591 -4.85985 -1.05362 2.8731 2.3721 2.5900
C -0.07085 -5.26952 -1.90702 -2.0822 -1.4274 0.7121
C 0.57611 -5.90589 -3.10781 -1.3199 0.9735 1.1374
N 1.27970 -4.90582 -3.96477 -0.3170 -1.1981 0.2740
C 0.27734 -3.97827 -4.53946 0.3053 1.6768 0.2743
C 0.99617 -2.80230 -5.25610 0.7723 0.4362 0.5899
O 1.81085 -2.01053 -4.36173 0.2380 -2.3323 3.0222
C 2.28194 -0.76437 -4.79951 -1.0560 -0.2869 -1.8602
H 1.41583 -4.05568 0.71532 -0.0075 -0.0473 0.1731
H 0.27661 -5.35032 0.99623 0.1774 -0.7320 -0.6911
H -0.27184 -3.80181 0.55818 -0.2715 0.2489 -1.2944
H -0.83815 -4.49786 -1.96934 -0.0872 0.0209 -0.7231
H -0.50200 -6.09867 -1.34602 -0.9574 -0.3849 -0.4687
H -0.23593 -6.43239 -3.60930 0.1508 -0.0468 -0.5220
H 1.16780 -6.65006 -2.57468 0.8684 -0.0381 -0.9262
H 1.48819 -5.52725 -4.73319 1.0101 0.2618 -0.5316
H -0.36106 -3.61164 -3.73564 0.2525 0.2888 0.0051
H -0.42380 -4.45772 -5.22256 0.2486 -0.1993 -0.3077
H 0.35383 -2.04426 -5.70429 -0.5054 -0.6645 -0.4546
H 1.72085 -3.23127 -5.94815 -0.3407 0.0143 -0.6809
H 1.40995 -0.15760 -5.04356 0.0679 0.5819 0.4181
H 2.70232 -0.98774 -5.78007 0.9615 0.6815 -0.0057
H 2.93805 -0.30146 -4.06239 -0.0867 -0.1206 -0.2116
C -4.12266 -0.95654 -7.88555 0.4064 -0.7673 1.1707
O -4.88174 -0.69433 -6.67362 0.5719 -0.5861 -3.2397
C -4.16969 -0.77739 -5.46520 -0.2862 0.3098 -1.3939
C -5.30519 -0.47344 -4.60403 -0.7590 1.5879 3.1203
N -4.87890 -0.06445 -3.27929 0.0271 -0.4374 1.5552
C -4.51224 -1.18160 -2.39453 0.8725 1.6083 -0.7077
C -4.18914 -0.57368 -1.03347 -0.3554 -0.1732 1.0651
O -5.19414 0.35020 -0.51164 1.4607 -0.0712 -1.3809
C -5.53412 0.10435 0.81771 -1.1428 -1.1115 0.2213
H -3.60208 -1.89475 -7.69360 0.3234 -0.1975 -0.2262
H -3.37065 -0.20410 -8.12307 -0.0262 0.3660 0.3376
H -4.68954 -1.12388 -8.80138 -0.7454 0.2854 0.5443
H -3.40627 0.00062 -5.46481 0.2576 0.0054 0.4229
H -3.75505 -1.75386 -5.21487 0.2947 -0.3476 -0.4672
H -6.00426 -1.30009 -4.47737 -0.2331 -0.1822 -0.7544
H -5.77588 0.44422 -4.95679 -0.3506 -0.4797 -0.5408
H -5.64695 0.34460 -2.76658 -0.2627 0.5765 -0.3679
H -3.55877 -1.50948 -2.80864 0.1842 -0.6582 0.2930
H -5.22477 -2.00539 -2.43652 -0.2637 -0.1263 0.3979
H -3.21578 -0.08404 -1.06379 -0.1046 0.5385 -0.3831
H -4.00574 -1.36140 -0.30275 -0.3947 -0.3165 0.1615
H -6.24018 0.83925 1.20439 0.2814 0.3636 -0.3167
H -4.71344 -0.01853 1.52445 0.3445 0.1811 -0.1561
H -6.10447 -0.82363 0.77700 -0.0483 -0.3814 0.6690
C 4.82454 3.39907 6.03351 -0.2624 -1.1355 0.9621
O 3.41960 3.53601 5.80627 0.0207 1.4021 0.0138
C 2.98524 4.77216 6.43791 0.0974 0.0543 0.6328
C 1.50833 4.74770 6.64508 0.4536 -0.7013 0.1693
N 0.84849 4.74100 5.37163 1.1237 -0.0682 -0.7056
C -0.52323 4.43575 5.50383 -2.0992 -0.2167 -0.2511
C -1.24142 4.62688 4.18540 0.1314 0.5306 0.3014
O -0.50613 3.98048 3.12216 0.5985 0.8806 2.0464
C -1.20711 4.05803 1.92762 -0.6542 -0.9282 -0.8755
H 5.16991 2.59709 5.38109 0.3681 0.4147 -0.2571
H 4.94254 3.00508 7.04295 0.1250 -0.0396 0.1671
H 5.37392 4.34050 6.03184 -0.0307 -0.0191 -0.7267
H 3.39132 5.64900 5.93356 -0.4188 -0.0059 -0.9926
H 3.39181 5.00882 7.42115 0.5809 -1.2238 0.4316
H 1.23125 5.55937 7.31779 -0.2412 0.2992 -0.0804
H 1.21019 3.82534 7.14354 0.3057 -0.1066 0.2655
H 0.91384 5.69724 5.05318 0.0242 0.1663 -0.6664
H -0.96756 5.09094 6.25310 -0.4990 0.1411 0.0556
H -0.74491 3.42755 5.85384 0.6158 -0.2898 0.0917
H -1.35806 5.69218 3.98630 0.5182 0.2815 -0.4250
H -2.28591 4.32630 4.26786 0.0356 -0.8086 -0.2147
H -1.64529 5.01014 1.62832 0.4329 0.4700 0.4474
H -2.04956 3.38395 2.08249 -0.1276 -0.3384 -0.9431
H -0.47154 3.76182 1.17976 -0.5779 -0.2548 -0.4361
```
Forces are in eV/Å.

* spin multiplicity: 1
* gap between HOMO and LUMO: 2.787 eV
* E: -67276.373 eV
* net charge: +2
* E_HOMO: -0.3879 hartree

Löwdin population analysis, charges in e, atoms 1 to 4: 1.6465, 1.6149, 1.7115, 0.1619

=====

Here is a single C5H14N2 molecule from the OMol25 dataset. Energies are from ωB97M-V/def2-TZVPD.

The geometry in XYZ format:
```
21
Properties=species:S:1:pos:R:3:forces:R:3
C 2.53162 2.20648 -0.20838 0.2342 -0.7716 -0.4452
N 1.55652 1.01966 -0.32967 0.4424 0.8153 -0.7459
C 0.69939 0.55808 0.79890 -0.6823 1.0593 -0.5832
C 0.12008 -0.87648 0.55849 2.0029 -1.5523 -0.3869
C -1.32675 -0.88855 0.20742 -1.2624 -2.4832 -0.6975
C -1.61895 -0.67655 -1.30236 -0.3556 2.3927 0.7252
N -2.03973 -2.34705 0.47598 3.4543 2.1377 0.6869
H 3.56702 1.85514 -0.46947 -0.9025 0.1016 0.3993
H 2.64311 2.79812 0.73540 -0.6961 -1.0763 -0.2799
H 2.32743 2.98292 -0.95311 -0.3404 -0.2384 -0.0544
H 0.97831 1.09002 -1.23831 1.2474 0.0137 2.3084
H 1.10594 0.61430 1.83581 0.7149 -0.0816 -1.1442
H -0.11149 1.32226 0.86934 -0.2012 -0.7214 0.1071
H 0.53837 -1.38914 -0.35718 0.7840 0.5837 1.2664
H 0.37952 -1.50042 1.48628 -0.5904 0.6754 -1.3672
H -1.59320 -0.07166 0.81960 -2.2030 0.6652 0.6818
H -1.44596 0.40211 -1.71522 0.1097 -1.7654 0.9177
H -1.05597 -1.39147 -1.87389 0.0987 -0.3078 -0.3468
H -2.69452 -0.81505 -1.41824 0.0779 -0.2556 -0.3139
H -2.96994 -2.15521 0.73831 -1.4080 0.3151 0.2934
H -1.59080 -2.73751 1.34028 -0.5243 0.4941 -1.0211
```
Forces are in eV/Å.

* spin multiplicity: 1
* gap between HOMO and LUMO: 9.476 eV
* energy above the lowest of the compared OMol25 structures with the same formula, charge and spin: 242.2 kJ/mol
* E: -8390.108 eV
* E_HOMO: -0.3087 hartree
* SMILES string: CNCC[C@@H](C)N

Löwdin population analysis, charges in e, atoms 1 to 4: -0.1254, -0.1362, -0.2387, -0.2078

=====

Here is a molecular structure, CH4N2ORb from the OMol25 dataset. Energies are from ωB97M-V/def2-TZVPD.

The geometry in XYZ format:
```
9
Properties=species:S:1:pos:R:3:forces:R:3
Rb -3.12625 -1.39006 -1.17869 -0.1777 -0.0727 0.0829
C -0.08761 -0.13127 0.22565 0.5873 0.3978 -1.2904
O -1.07790 -0.79932 0.43489 -1.3569 -1.4986 -0.6228
N 0.41348 0.66287 1.10698 1.3494 2.1088 3.8562
N 0.61140 0.01586 -0.91260 -0.3842 -1.1328 -2.3118
H 0.19641 0.46761 2.07386 0.0570 0.3986 -0.0699
H 1.24301 1.19261 0.88033 -0.2327 -0.0860 0.5773
H 1.47600 0.53774 -0.92700 -0.2839 -0.3769 -0.2785
H 0.35142 -0.55604 -1.70345 0.4418 0.2617 0.0569
```
Forces are in eV/Å.

* spin multiplicity: 1
* gap between HOMO and LUMO: 10.194 eV
* energy above the lowest of the compared OMol25 structures with the same formula, charge and spin: 50.4 kJ/mol
* E: -6780.749 eV
* net charge: +1
* E_HOMO: -0.5108 hartree

Löwdin population analysis, charges in e, atoms 1 to 4: 1.0533, -0.7616, -0.1403, 0.1831

=====

Here is a molecular structure, C18H15BrHg from the OMol25 dataset. Energies are from ωB97M-V/def2-TZVPD.

The geometry in XYZ format:
```
35
Properties=species:S:1:pos:R:3:forces:R:3
C 0.79573 -2.37925 -1.31541 0.0996 -0.0631 1.0169
C 1.85252 -2.04908 -0.40628 -0.8803 0.2476 0.3635
C 1.31446 -2.16488 0.91284 -0.0742 -1.4075 -0.6259
H 2.89742 -1.76887 -0.64392 -0.9381 0.1132 0.0351
C 0.03880 -2.82612 0.84086 -0.1424 1.6423 -0.4111
C -0.33112 -2.83355 -0.54575 0.8458 0.2292 0.1709
H -1.30765 -3.05848 -0.96788 0.1477 -0.2476 0.1007
H 0.83458 -2.26155 -2.39088 -0.0150 -0.1625 0.0059
H 1.79778 -1.82577 1.82351 0.1357 -0.2773 0.0189
H -0.65387 -2.97773 1.69589 0.5089 0.1004 -0.6601
Hg -1.16847 0.31838 -1.55361 0.7080 0.1224 0.3637
Br 0.63694 0.80871 -3.67341 3.0241 0.3263 1.8189
C -2.81844 1.05706 -3.48094 1.1666 0.7700 -1.4454
C -3.36393 -0.24018 -3.34127 0.6073 -1.6382 1.3650
C -2.54787 -1.15599 -4.02454 -0.1132 0.4518 -0.5788
H -4.27583 -0.51676 -2.84237 -0.1424 0.0843 0.3899
C -1.55407 -0.44462 -4.71324 -1.6470 1.6155 -0.4980
C -1.74229 0.97164 -4.43778 -3.1205 -1.4975 -0.8326
H -1.40981 1.82838 -5.01440 0.4505 -0.3396 0.5107
H -3.31186 1.95932 -3.15584 -0.0208 0.1930 -0.0458
H -2.71853 -2.21430 -4.09741 0.0561 -0.2799 0.1942
H -0.75080 -0.90194 -5.26585 -0.0356 0.1558 -0.1351
C -0.39757 0.84062 0.46463 1.0351 1.4271 1.4790
C 0.18031 1.38265 1.43434 -1.3672 0.2700 -3.0216
C 0.87074 1.80898 2.62474 -0.2334 -0.1885 0.8113
C 0.81254 0.71118 3.51329 0.1537 0.3119 0.4707
C 1.60568 0.68411 4.66702 -0.7138 0.3164 -0.6045
C 2.26542 1.85252 5.09027 -0.1086 -0.6475 -0.7938
C 2.17217 3.01508 4.31930 -0.1121 -0.0413 -0.8967
C 1.51588 3.02408 3.06366 -0.6905 -1.1382 -0.0454
H 0.05312 -0.03706 3.18741 1.3279 0.0260 0.5815
H 1.67803 -0.27168 5.17316 0.0341 0.2326 0.4287
H 2.90222 1.78954 5.95953 0.0239 0.2546 0.1717
H 2.70298 3.92082 4.62404 -0.2478 -0.2364 0.0438
H 1.42477 3.95475 2.47630 0.2782 -0.7252 0.2536
```
Forces are in eV/Å.

* spin multiplicity: 1
* gap between HOMO and LUMO (alpha / beta): 4.682 / 4.682 eV
* E: -93120.692 eV
* net charge: -2
* E_HOMO (alpha / beta): 0.0017 / 0.0017 hartree

Löwdin population analysis, charges in e, atoms 1 to 4: -0.2504, -0.2077, -0.2394, 0.0607

=====

Here is a single C5H8O molecule from the OMol25 dataset. Energies are from ωB97M-V/def2-TZVPD.

The geometry in XYZ format:
```
14
Properties=species:S:1:pos:R:3:forces:R:3
C -2.51953 -1.01516 0.01750 0.0626 -0.4805 -0.1026
C -1.44429 -0.41818 0.53113 0.8571 -0.9744 -0.3485
C -0.49495 0.40694 -0.22180 -0.4082 0.3472 0.1792
C 0.83233 0.40643 -0.06983 0.5496 -0.3833 -0.2659
C 1.77772 1.07600 -1.01853 -0.6551 -0.2789 -0.0321
O 1.48111 -0.39335 0.84835 -0.3047 0.8112 -0.6466
H -3.15043 -1.65689 0.61938 0.1584 -0.0509 0.1104
H -2.69608 -1.09382 -1.05013 -0.3199 0.8219 0.0132
H -1.07631 -0.85247 1.46411 -0.5532 0.6835 0.4856
H -0.90792 1.12444 -0.91655 0.0001 -0.1899 -0.2883
H 2.29355 1.93556 -0.59948 0.1964 -0.0890 0.1079
H 2.46751 0.29991 -1.34901 0.3078 0.2268 0.0222
H 1.19491 1.38354 -1.88503 0.1507 0.1987 -0.0235
H 0.75995 -0.67678 1.40203 -0.0414 -0.6424 0.7889
```
Forces are in eV/Å.

* spin multiplicity: 1
* gap between HOMO and LUMO: 9.221 eV
* energy above the lowest of the compared OMol25 structures with the same formula, charge and spin: 152.9 kJ/mol
* E: -7360.670 eV
* E_HOMO: -0.3048 hartree
* SMILES string: C=C/C=C(/C)O

Löwdin population analysis, charges in e, atoms 1 to 4: -0.0004, -0.1862, -0.0878, -0.3801

=====

Here is 2 unconnected molecules or ions with the total composition C4H9O3 from the OMol25 dataset. Energies are from ωB97M-V/def2-TZVPD.

The geometry in XYZ format:
```
16
Properties=species:S:1:pos:R:3:forces:R:3
C 1.10137 -0.68376 -0.74656 0.1769 0.2835 0.8291
O 0.99870 -1.31993 0.45280 -0.1549 0.0231 0.1046
C 0.55855 0.82431 -0.71370 0.5226 -0.1805 0.1207
C 0.03793 1.21285 0.66975 1.1581 -0.2794 0.3720
C -1.27258 1.86077 0.69152 -0.3324 -0.3909 0.0304
O -1.65802 2.71488 1.46438 0.0191 -0.0748 -0.2654
H 2.14846 -0.62097 -1.10511 0.0448 -0.0150 -0.0687
H 0.53654 -1.22126 -1.50770 -0.2341 -0.0805 -0.6142
H 1.33886 1.50534 -1.05912 -0.0371 0.0774 -0.0132
H -0.25018 0.87990 -1.41812 -0.5571 0.1960 -0.5240
H 0.73680 1.76721 1.31355 -0.0691 0.0249 -0.3612
H 0.05143 0.18505 1.11576 -0.5021 -0.0469 0.2639
H -1.95193 1.44457 -0.09519 -0.1464 0.2781 0.1558
H -1.56834 -2.73944 0.40818 0.0967 -0.0641 -0.0230
H -0.02761 -2.56346 0.34187 -0.1601 0.0154 -0.1451
O -0.77999 -3.24605 0.18770 0.1750 0.2335 0.1383
```
Forces are in eV/Å.

* spin multiplicity: 1
* gap between HOMO and LUMO: 7.610 eV
* energy above the lowest of the compared OMol25 structures with the same formula, charge and spin: 192.3 kJ/mol
* E: -10436.472 eV
* net charge: -1
* E_HOMO: -0.1372 hartree

Löwdin population analysis, charges in e, atoms 1 to 4: -0.4264, -0.3440, -0.1823, -0.2015